1.
{"formula": "C46H42IrN7OP2", "method": "ωB97M-V with the def2-TZVPD basis set", "symbols": ["Ir", "C", "P", "C", "C", "C", "C", "C", "C", "C", "C", "C", "C", "C", "C", "C", "C", "C", "C", "C", "P", "C", "C", "C", "C", "C", "C", "C", "C", "C", "C", "C", "C", "N", "H", "H", "H", "H", "H", "H", "H", "H", "H", "H", "H", "H", "H", "H", "H", "H", "H", "H", "H", "H", "H", "H", "H", "H", "H", "H", "C", "C", "N", "C", "C", "C", "C", "C", "C", "C", "C", "N", "C", "N", "H", "H", "H", "H", "H", "H", "H", "H", "H", "C", "N", "C", "C", "C", "N", "C", "O", "N", "H", "H", "H", "H", "H", "H", "H"], "coordinates": [[-1.01925, 0.20914, 0.33091], [-4.60135, -0.07876, -0.16349], [-3.07895, -1.14876, -0.16939], [-3.51485, -2.41296, 1.05401], [-3.92945, -1.92636, 2.29551], [-4.22965, -2.79006, 3.33011], [-4.09355, -4.15756, 3.14231], [-3.63275, -4.64536, 1.93021], [-3.33095, -3.78166, 0.89061], [-3.14535, -1.82036, -1.85709], [-3.99475, -2.84826, -2.25659], [-4.01775, -3.23316, -3.58669], [-3.23255, -2.57946, -4.52249], [-2.39955, -1.54326, -4.12909], [-2.34835, -1.17056, -2.79859], [-4.19655, 1.32844, 0.02021], [-5.01295, 2.47954, 0.05511], [-4.16425, 3.56074, 0.17211], [-2.84995, 3.03264, 0.19991], [-1.55345, 3.73984, 0.26851], [-0.14825, 2.51894, 0.07751], [0.92305, 3.14534, 1.41061], [0.33825, 2.93124, 2.66451], [0.94665, 3.38044, 3.81831], [2.16515, 4.04174, 3.73851], [2.76185, 4.23194, 2.50481], [2.15045, 3.78784, 1.33981], [0.38095, 2.85764, -1.62719], [1.66205, 3.16384, -2.07089], [1.88405, 3.41404, -3.41629], [0.85395, 3.30274, -4.33449], [-0.41025, 2.92394, -3.90709], [-0.64725, 2.70884, -2.56499], [-2.89705, 1.68424, 0.12811], [-5.29705, -0.39036, 0.62201], [-5.12185, -0.19466, -1.12189], [-4.01835, -0.85716, 2.44171], [-4.56825, -2.40396, 4.28011], [-4.35795, -4.84116, 3.93231], [-3.52535, -5.70826, 1.78441], [-2.99875, -4.17936, -0.05659], [-4.63605, -3.34376, -1.54169], [-4.65165, -4.04856, -3.89729], [-3.27435, -2.87006, -5.56099], [-1.78015, -1.04026, -4.85609], [-1.68265, -0.38106, -2.46379], [-6.08195, 2.48204, 0.00051], [-4.42735, 4.59854, 0.23521], [-1.45435, 4.24364, 1.23781], [-1.49485, 4.51744, -0.50229], [-0.61965, 2.41584, 2.71171], [0.47365, 3.22374, 4.77691], [2.63645, 4.41104, 4.63791], [3.71155, 4.74334, 2.44681], [2.63175, 3.98324, 0.39611], [2.49295, 3.20644, -1.38569], [2.86985, 3.69374, -3.75449], [1.03365, 3.49884, -5.38019], [-1.20755, 2.79734, -4.62339], [-1.63475, 2.41884, -2.22639], [3.09585, -0.52146, 2.42641], [1.83345, -0.03496, 2.12871], [1.40795, 0.11594, 0.88081], [2.22265, -0.19156, -0.12019], [3.49695, -0.72216, 0.07181], [3.92835, -0.89526, 1.38641], [4.32515, -1.12266, -1.07689], [5.35375, -0.43006, -1.57039], [5.82085, 0.84164, -1.03269], [6.95055, 1.47974, -1.55929], [7.32705, 2.67064, -0.95959], [6.65645, 3.17554, 0.05971], [5.60375, 2.51604, 0.49441], [5.15815, 1.38654, -0.01049], [3.41985, -0.61606, 3.45101], [1.14855, 0.24734, 2.91621], [1.84765, -0.01956, -1.11909], [4.90605, -1.30306, 1.59081], [4.05215, -2.06206, -1.54349], [5.90485, -0.81916, -2.41659], [7.50195, 1.06684, -2.38599], [8.18425, 3.23894, -1.29249], [5.05685, 2.92554, 1.33281], [0.82955, -4.07716, -1.40899], [0.33845, -3.71496, -0.09659], [0.30765, -4.58096, 0.93671], [-0.12685, -4.18836, 2.16111], [-0.54015, -2.83426, 2.32141], [-0.50775, -1.99846, 1.28761], [-0.09385, -2.41826, 0.07621], [-0.09025, -1.64536, -0.88679], [-0.94255, -2.37426, 3.50481], [1.36835, -5.01906, -1.35199], [1.48885, -3.28586, -1.77289], [0.00275, -4.17246, -2.11579], [0.64025, -5.58876, 0.73051], [-0.17005, -4.87206, 2.98941], [-1.03555, -2.99906, 4.28761], [-1.30635, -1.43946, 3.58541]], "mulliken_charge": [2.42, -0.87, 0.78, 0.45, -0.92, -0.97, -0.63, -1.02, -0.39, 0.72, -0.36, -0.85, -0.73, -0.85, -0.11, -0.08, -1.23, -1.41, 0.23, -0.94, 0.19, 1.17, -1.14, -0.72, -0.75, -0.68, -0.44, 1.08, 0.10, -0.94, -0.69, -0.79, -0.63, 0.23, 0.75, 0.57, 0.57, 0.50, 0.46, 0.49, 0.60, 0.56, 0.47, 0.44, 0.51, 0.15, 0.59, 0.58, 0.67, 0.56, 0.40, 0.48, 0.45, 0.59, 0.43, -0.04, 0.49, 0.42, 0.53, 0.31, -1.67, -0.59, 1.15, -0.37, 0.04, 0.03, -1.29, -0.79, 1.06, -0.98, -0.24, -0.58, -0.35, -0.11, 0.59, 0.67, 0.77, 0.59, 0.42, 0.41, 0.44, 0.43, 0.62, -0.90, 0.22, -0.24, -1.47, -0.08, 0.30, 0.60, -0.79, -0.08, 0.42, 0.23, 0.26, 0.54, 0.53, 0.28, 0.22], "lumo_energy_ev": [-6.5, -6.6], "relative_energy_kj_mol": 430.7, "e_homo_ev": [-11.608, -11.609], "total_charge": 2, "gap_ev": [5.09, 5.01]}

---

2.
{"formula": "C46H43BCl2CrN11O6S", "method": "ωB97M-V with the def2-TZVPD basis set", "symbols": ["Cr", "C", "C", "C", "C", "C", "N", "N", "B", "N", "N", "C", "C", "C", "C", "C", "N", "N", "C", "C", "C", "C", "C", "H", "H", "H", "H", "H", "H", "H", "H", "H", "H", "H", "H", "H", "H", "H", "H", "H", "H", "H", "H", "H", "H", "N", "C", "C", "C", "C", "C", "C", "N", "C", "C", "C", "S", "C", "N", "H", "H", "H", "H", "H", "H", "H", "O", "C", "O", "C", "C", "C", "C", "C", "C", "N", "O", "O", "H", "H", "H", "H", "Cl", "C", "C", "C", "C", "C", "Cl", "C", "N", "C", "C", "C", "C", "C", "C", "C", "C", "O", "O", "H", "H", "H", "H", "H", "H", "H", "H", "H", "H"], "coordinates": [[-1.06352, -0.02927, -0.05060], [2.21237, -0.59605, 1.26128], [1.14160, 0.00985, 2.09659], [1.25432, 0.40263, 3.43337], [0.04964, 0.99630, 3.75783], [-0.38274, 1.60589, 5.04800], [-0.72692, 0.95263, 2.66497], [-0.06939, 0.34125, 1.65646], [-2.12589, 1.53208, 2.40070], [-3.06531, 0.37355, 2.02101], [-2.75202, -0.38912, 0.95290], [-3.63898, -1.37894, 0.87725], [-3.60786, -2.43880, -0.17267], [-4.55176, -1.24166, 1.92574], [-4.14498, -0.12816, 2.63969], [-4.73957, 0.45879, 3.87423], [-1.98777, 2.45623, 1.17186], [-1.56374, 1.95468, -0.01270], [-1.47559, 2.97202, -0.87090], [-1.07748, 2.86569, -2.30523], [-1.85543, 4.14836, -0.22005], [-2.16657, 3.78294, 1.07550], [-2.64172, 4.64563, 2.19445], [2.75030, -1.35764, 1.82571], [2.92157, 0.18522, 0.99046], [1.81206, -1.02490, 0.34781], [2.11758, 0.26540, 4.06296], [0.42317, 1.51960, 5.77284], [-1.26322, 1.09908, 5.44636], [-0.63597, 2.65900, 4.91828], [-2.54673, 2.13937, 3.33409], [-2.63069, -2.47576, -0.64863], [-4.36988, -2.24923, -0.93154], [-3.81054, -3.40573, 0.28716], [-5.38306, -1.88851, 2.15111], [-5.62562, -0.10743, 4.15142], [-5.02127, 1.50139, 3.72330], [-4.02861, 0.41677, 4.70053], [-0.73982, 1.86423, -2.55669], [-0.27015, 3.56985, -2.51057], [-1.92624, 3.13403, -2.93795], [-1.88511, 5.13762, -0.64593], [-2.77072, 5.66163, 1.82817], [-1.92273, 4.66105, 3.01481], [-3.59201, 4.29291, 2.59637], [-3.29518, 0.08207, -3.99608], [-4.05017, 1.04145, -3.36101], [-4.96427, 1.97026, -3.84035], [-5.54821, 2.80239, -2.90609], [-5.24192, 2.68828, -1.54371], [-4.31389, 1.77926, -1.07745], [-3.67102, 0.96857, -2.01229], [-2.66956, 0.01698, -1.86324], [-2.50520, -0.51243, -3.06011], [-1.67121, -1.65077, -3.40058], [-1.89904, -2.51358, -4.43863], [-0.69378, -3.72206, -4.46343], [0.02533, -2.98746, -3.06782], [-0.58325, -1.94119, -2.63907], [-3.29395, -0.11985, -4.97992], [-5.20347, 2.03760, -4.89392], [-6.26023, 3.55066, -3.22809], [-5.74441, 3.33391, -0.83538], [-4.09778, 1.69354, -0.02089], [-2.71632, -2.52436, -5.14199], [0.92633, -3.39084, -2.63081], [-1.25214, -2.43386, 2.28831], [-0.47978, -2.60771, 1.35256], [-0.45251, -1.97135, 0.22219], [0.53796, -3.72032, 1.47521], [0.53955, -4.51194, 2.61817], [1.51128, -5.47810, 2.79627], [2.48473, -5.64467, 1.82047], [2.49266, -4.87409, 0.66671], [1.51397, -3.91291, 0.50327], [3.53187, -6.64107, 2.02082], [3.57726, -7.21546, 3.09348], [4.30338, -6.85065, 1.10183], [-0.22461, -4.34138, 3.36392], [1.53518, -6.10665, 3.67412], [3.26750, -5.03447, -0.06875], [1.50227, -3.26899, -0.36326], [5.17360, 4.12378, -1.37161], [5.41638, 2.87929, -0.17982], [5.62668, 3.26939, 1.12516], [5.83475, 2.30989, 2.09907], [5.81053, 0.97560, 1.74508], [5.58413, 0.58975, 0.43291], [5.55266, -1.12334, 0.15899], [5.38863, 1.53364, -0.59748], [5.24921, 1.28133, -1.95849], [4.48470, 0.22279, -2.55637], [5.15997, -0.85709, -3.11615], [4.46419, -1.90996, -3.67730], [3.07576, -1.87854, -3.69620], [2.40628, -0.76313, -3.22522], [3.09384, 0.31684, -2.66891], [2.33142, 1.55993, -2.28117], [1.34497, 1.41305, -1.10177], [1.39356, 2.24740, -0.20950], [0.50120, 0.43165, -1.22865], [5.61985, 4.32041, 1.37708], [6.00911, 2.60716, 3.12380], [5.96819, 0.20924, 2.49151], [5.16980, 2.14812, -2.46686], [6.24097, -0.86294, -3.08461], [5.00001, -2.75024, -4.10049], [2.51807, -2.71041, -4.11072], [1.32719, -0.71092, -3.26417], [1.72298, 1.86057, -3.13868], [2.99095, 2.38348, -2.02361]], "mulliken_charge": [0.29, -0.32, 0.06, -1.53, 1.07, -1.55, -0.67, 2.01, -1.06, 0.16, 2.06, 0.29, -1.44, -1.67, 1.12, -1.50, -0.44, 2.02, 0.26, -1.04, -1.68, 1.10, -1.59, 0.81, -0.27, -0.88, 0.57, 0.41, 0.24, 0.24, -0.09, -0.04, 0.23, 0.43, 0.49, 0.44, 0.24, 0.21, -0.32, 0.51, 0.32, 0.50, 0.45, 0.24, 0.25, 0.06, 0.12, -1.26, -0.63, -1.09, 0.04, 0.04, 1.64, 0.23, -1.26, -0.66, -0.25, -0.47, 0.84, 0.30, 0.46, 0.39, 0.48, 0.29, 0.47, 0.39, -0.65, -0.18, 0.68, -0.03, -0.50, -0.64, -0.07, -0.78, 0.13, 1.01, -0.62, -0.61, 0.55, 0.51, 0.57, 0.10, -0.28, 0.98, -0.77, -0.53, -0.67, 0.80, -0.13, -0.67, -0.23, -0.28, -0.44, -0.76, -0.75, -0.25, 0.56, -1.07, 0.31, -0.68, 0.48, 0.41, 0.40, 0.42, 0.45, 0.48, 0.41, 0.47, 0.32, 0.35, 0.13], "lumo_energy_ev": [-0.2, -0.3], "relative_energy_kj_mol": 71.6, "e_homo_ev": [-8.074, -8.074], "total_charge": 0, "multiplicity": 4, "gap_ev": [7.84, 7.82]}